Record 1
80
Properties=species:S:1:pos:R:3:forces:R:3:lowdin_charge:R:1 method="wB97M-V/def2-TZVPD" charge=+1 orbital_gap_ev="6.46 / 6.19" s2=3.860 spin_multiplicity=4
C 5.2205 -0.1461 -1.8105 -0.05 1.36 -0.25 -0.13
C 4.1759 0.3253 -2.6775 0.36 0.74 0.44 -0.15
C 3.4745 1.3710 -1.9982 0.45 0.03 -0.16 -0.16
H 4.0132 0.0272 -3.7141 -0.09 -0.11 0.49 0.13
C 4.0987 1.5624 -0.7190 0.24 -0.15 -0.40 -0.14
C 5.1780 0.6367 -0.6169 0.17 0.80 -1.04 -0.13
H 5.9388 0.6586 0.1644 -0.48 -0.36 -0.12 0.13
H 6.0229 -0.8177 -2.0962 -0.37 -0.19 0.20 0.13
H 2.6780 1.9851 -2.4100 0.14 -0.22 0.20 0.12
H 3.8647 2.3552 -0.0177 -0.12 -0.29 -0.04 0.12
Cr 3.1972 -0.4657 -0.8330 0.99 -1.03 -0.16 0.56
Si -4.0169 -0.2523 2.5857 -1.07 -0.52 0.74 0.73
C -5.3924 -0.6507 1.3392 0.39 0.23 -0.70 -0.33
C -6.7042 -1.1090 1.5957 0.25 0.12 -0.45 -0.09
H -7.0473 -1.2860 2.6190 0.23 -0.05 -0.32 0.11
C -7.6040 -1.3175 0.5344 0.18 0.08 0.18 -0.09
H -8.6110 -1.6913 0.7334 0.33 0.12 0.04 0.10
C -7.2335 -1.0463 -0.7838 0.47 0.14 0.01 -0.09
H -7.9272 -1.2218 -1.6151 0.27 0.10 0.44 0.11
C -5.9532 -0.5346 -1.0422 0.04 0.00 0.13 -0.10
H -5.6554 -0.2781 -2.0631 -0.19 -0.10 0.30 0.09
C -5.0402 -0.3385 0.0026 -0.64 -0.24 0.04 -0.13
H -4.0506 0.0862 -0.2227 -0.43 -0.26 0.09 0.08
C -4.3664 1.5150 3.1889 -0.41 0.40 0.68 -0.31
C -5.2040 2.4574 2.5227 0.60 -0.27 0.10 -0.09
H -5.9036 2.1288 1.7477 0.53 0.06 0.01 0.10
C -5.1703 3.8122 2.8652 0.04 -0.02 0.28 -0.09
H -5.7587 4.5392 2.3004 0.11 -0.31 0.15 0.10
C -4.3958 4.2570 3.9469 -0.01 -0.35 -0.20 -0.09
H -4.3242 5.3237 4.1837 -0.11 -0.45 -0.06 0.10
C -3.7444 3.3118 4.7384 -0.02 -0.29 0.16 -0.10
H -3.2197 3.6316 5.6459 -0.22 -0.15 -0.36 0.10
C -3.7618 1.9485 4.3890 0.08 0.46 -0.36 -0.12
H -3.3110 1.2130 5.0673 0.10 0.35 -0.39 0.10
H -2.6288 -0.4143 2.0309 -0.50 0.25 -0.13 -0.05
Si 0.8399 -0.0853 -0.3243 0.36 0.62 -0.60 0.24
C 0.6709 1.6821 0.3038 0.17 -0.20 0.29 -0.32
C -0.0533 2.6674 -0.3906 0.28 0.04 0.48 -0.08
H -0.6125 2.3957 -1.2945 0.17 0.15 0.41 0.11
C -0.0433 3.9922 0.0722 0.22 -0.24 -0.05 -0.07
H -0.5906 4.7524 -0.4858 0.09 -0.14 0.26 0.11
C 0.7123 4.3392 1.1969 0.30 -0.26 -0.08 -0.08
H 0.7607 5.3797 1.5274 -0.09 -0.36 -0.10 0.11
C 1.4744 3.3660 1.8692 -0.01 -0.37 -0.20 -0.08
H 2.1299 3.6389 2.7063 -0.46 -0.01 -0.29 0.11
C 1.4428 2.0289 1.4380 -0.46 0.88 -0.21 -0.14
H 2.0216 1.2701 1.9899 -0.32 0.33 -0.33 0.09
C -0.2176 -0.2923 -1.8466 0.05 -0.31 -0.20 -0.34
C 0.2841 0.0918 -3.1105 -1.05 0.03 0.12 -0.12
H 1.3315 0.3878 -3.2461 -0.46 -0.10 0.12 0.07
C -0.5984 0.1586 -4.1989 0.19 -0.13 0.27 -0.08
H -0.2097 0.4636 -5.1675 -0.20 -0.01 0.08 0.10
C -1.9486 -0.1646 -4.0368 -0.21 -0.22 0.24 -0.07
H -2.6429 -0.0835 -4.8812 0.35 -0.02 0.33 0.11
C -2.4259 -0.6352 -2.8001 0.27 -0.18 0.05 -0.06
H -3.4750 -0.9420 -2.6681 0.59 0.19 -0.21 0.09
C -1.5459 -0.7445 -1.7129 -0.08 0.45 -0.44 -0.11
H -1.8952 -1.1413 -0.7446 0.14 0.33 -0.60 0.07
H -4.0748 -1.3001 3.7063 0.01 0.77 -0.42 -0.02
Cl 0.1398 -1.4247 1.0559 -0.10 -0.42 0.63 0.34
C 3.2568 -3.8111 -3.6570 0.25 -0.02 0.22 -0.01
C 4.0770 -4.7236 -2.9743 -0.28 0.43 0.25 -0.01
C 4.4669 -4.4410 -1.6673 -0.12 0.52 0.56 0.02
C 4.0898 -3.2172 -1.0900 -1.08 -0.30 -1.48 -0.18
N 3.2795 -2.3456 -1.7681 0.23 -0.48 0.05 0.03
C 2.8713 -2.6274 -3.0273 0.37 -0.62 0.74 -0.06
C 4.5095 -2.7998 0.2478 -0.08 0.81 1.72 -0.17
C 5.3182 -3.5808 1.0858 -0.37 0.06 -0.47 0.03
C 5.7340 -3.0600 2.3098 -0.39 0.07 -0.32 -0.01
C 5.3003 -1.7870 2.6993 0.13 0.08 -0.07 -0.01
C 4.4756 -1.0553 1.8519 -0.08 -1.21 -0.46 -0.08
N 4.0646 -1.5765 0.6693 0.40 -0.40 0.31 0.01
H 2.9172 -4.0083 -4.6712 0.10 0.01 0.23 0.12
H 4.4040 -5.6505 -3.4318 -0.16 0.10 -0.06 0.12
H 5.0286 -5.1398 -1.0318 -0.18 0.24 -0.80 0.12
H 2.2159 -1.9036 -3.5165 0.20 -0.20 0.26 0.12
H 5.5542 -4.5978 0.7430 0.24 0.65 0.51 0.12
H 6.3812 -3.6568 2.9415 -0.09 0.13 0.06 0.12
H 5.6045 -1.3455 3.6481 -0.04 -0.20 -0.27 0.12
H 4.1386 -0.0492 2.0995 -0.04 -0.32 -0.09 0.13

---

Record 2
85
Properties=species:S:1:pos:R:3:forces:R:3:lowdin_charge:R:1 method="wB97M-V/def2-TZVPD" charge=-2 orbital_gap_ev=5.00
Cs -0.1663 0.7574 -0.8150 -1.20 -0.21 -1.02 1.12
I -5.3975 1.0971 5.9527 0.01 0.00 -0.02 0.73
C -4.3468 0.6125 4.2017 -0.02 0.01 0.03 -0.77
C -4.7962 1.0801 2.9778 0.01 0.00 0.00 -0.27
C -4.0921 0.7464 1.8363 0.01 0.01 -0.02 -0.64
I -4.7544 1.4341 -0.0279 0.02 0.00 0.05 0.84
C -2.9084 -0.0539 1.8348 0.00 0.01 0.03 -0.51
O -2.2616 -0.3444 0.7878 -0.08 -0.13 0.09 -0.30
C -2.5013 -0.5179 3.1350 -0.01 0.01 0.01 -0.16
C -1.2838 -1.4126 3.2102 -0.02 0.02 -0.04 -0.18
N 0.0184 -0.8117 2.9660 0.02 -0.03 0.07 -0.03
C 0.3107 0.3333 3.7876 0.00 0.02 0.05 -0.18
C 1.7301 0.8328 3.6253 0.05 0.01 0.01 -0.27
C 2.0272 2.1503 3.9740 0.00 0.00 0.00 -0.04
C 3.3136 2.6227 3.8033 0.01 -0.01 0.03 -0.09
C 4.2730 1.7699 3.2769 0.01 -0.03 0.06 -0.08
C 3.8859 0.4767 2.9683 -0.01 0.02 0.00 -0.15
N 2.6537 0.0053 3.1475 -0.01 0.00 0.02 0.14
C -3.2064 -0.1842 4.2718 0.01 0.00 -0.01 -0.15
H -5.6830 1.6956 2.9097 0.00 0.00 0.00 0.07
H -1.4016 -2.2171 2.4803 0.01 0.00 0.01 0.11
H -1.2552 -1.8712 4.2069 0.00 0.01 0.00 0.11
H 0.1539 -0.5833 1.9898 -0.03 -0.10 -0.08 0.08
H 0.1573 0.0456 4.8382 0.02 0.01 -0.02 0.13
H -0.3609 1.1872 3.6074 -0.02 0.01 0.02 0.12
H 1.2366 2.7993 4.3309 0.00 0.00 0.00 0.11
H 3.5584 3.6522 4.0360 0.00 -0.01 0.00 0.10
H 5.2808 2.1065 3.0713 0.00 0.00 0.00 0.10
H 4.5958 -0.2164 2.5267 0.01 0.00 0.01 0.10
H -2.8642 -0.5566 5.2320 0.00 0.00 0.00 0.09
C -0.3981 -2.7921 -0.5481 0.02 -0.01 0.01 -0.08
O 0.7283 -1.9469 -0.3672 0.07 -0.14 0.03 -0.24
C 1.9527 -2.4080 -0.7214 0.02 0.04 0.02 -0.23
C 2.1911 -3.7288 -1.0827 -0.03 -0.04 -0.02 -0.02
C 3.4741 -4.1461 -1.4099 0.02 0.03 0.01 -0.11
C 4.5273 -3.2466 -1.3772 -0.02 -0.02 -0.01 -0.11
C 4.2883 -1.9269 -1.0255 -0.01 -0.01 -0.01 -0.03
C 3.0124 -1.4821 -0.7016 0.05 -0.05 0.01 -0.16
N 2.6956 -0.1330 -0.3701 0.11 0.06 0.04 0.03
N 3.7109 0.6044 -0.3148 0.03 -0.10 0.03 0.06
C 3.5929 1.9367 0.0162 -0.05 0.06 0.00 -0.16
C 2.4208 2.5583 0.5620 0.13 0.01 0.05 -0.41
O 1.3304 1.9805 0.7894 0.82 0.70 0.80 -0.37
C 2.5431 3.9735 0.8997 -0.02 -0.01 0.00 -0.02
C 3.6917 4.6637 0.7775 0.00 0.02 -0.01 -0.05
C 4.8864 4.0373 0.2986 0.00 0.00 0.01 -0.19
C 6.0948 4.7497 0.2071 0.01 0.01 0.00 -0.07
C 7.2452 4.1506 -0.2415 0.01 0.00 0.00 -0.13
C 7.1975 2.7984 -0.6199 -0.02 0.00 0.00 -0.11
C 6.0272 2.0855 -0.5474 0.03 0.00 -0.01 -0.03
C 4.8264 2.6760 -0.0812 -0.04 -0.05 0.01 -0.11
H -0.3232 -3.6798 0.0876 -0.01 0.00 0.00 0.09
H -0.4911 -3.0866 -1.5968 0.00 0.00 0.00 0.10
H -1.2618 -2.2016 -0.2428 0.02 -0.02 0.01 0.06
H 1.3747 -4.4354 -1.1183 0.00 0.01 0.00 0.10
H 3.6410 -5.1777 -1.6959 0.00 0.00 0.00 0.09
H 5.5290 -3.5660 -1.6377 0.00 0.01 0.00 0.09
H 5.0903 -1.2030 -1.0094 0.00 0.00 0.00 0.09
H 1.6395 4.4359 1.2806 0.00 0.00 0.00 0.11
H 3.7350 5.7145 1.0506 0.00 0.00 0.00 0.10
H 6.0994 5.7943 0.5033 0.00 0.00 0.00 0.10
H 8.1715 4.7084 -0.3078 0.00 0.00 0.00 0.08
H 8.0957 2.3100 -0.9807 0.00 0.00 0.00 0.09
H 6.0020 1.0495 -0.8507 0.00 0.00 0.00 0.09
C -0.3574 -0.5536 -10.1938 0.00 0.01 0.03 -0.08
C -0.1810 -0.4330 -8.7013 0.00 -0.01 -0.02 -0.31
C 0.0531 -1.5460 -7.9061 0.00 0.00 0.01 -0.05
C 0.2251 -1.4490 -6.5287 0.00 0.01 -0.01 -0.32
C 0.4753 -2.7000 -5.7363 0.00 0.00 -0.01 -0.12
C 0.1687 -0.1925 -5.8879 0.07 -0.10 0.02 -0.61
Se 0.4462 -0.0690 -4.0063 0.01 -0.03 -0.26 0.44
C -0.0794 0.9395 -6.6913 -0.02 0.01 -0.03 -0.32
C -0.1588 2.3232 -6.1045 -0.01 0.00 -0.01 -0.11
C -0.2456 0.7992 -8.0658 -0.03 0.00 0.03 -0.05
H -0.3443 -1.6003 -10.5031 0.00 0.00 0.00 0.06
H 0.4394 -0.0373 -10.7370 0.00 0.00 -0.01 0.07
H -1.3063 -0.1207 -10.5225 0.00 0.00 -0.01 0.07
H 0.1042 -2.5280 -8.3709 0.00 0.00 0.00 0.10
H 0.4868 -3.5769 -6.3890 0.00 0.00 0.00 0.06
H -0.2911 -2.8272 -4.9684 0.00 0.00 0.01 0.06
H 1.4221 -2.6328 -5.1963 0.00 0.00 0.01 0.06
H -0.3791 2.2749 -5.0402 -0.02 0.00 -0.01 0.01
H -0.9266 2.9127 -6.6128 0.02 0.01 -0.03 0.07
H 0.7957 2.8466 -6.2149 0.01 -0.01 0.05 0.08
H -0.4379 1.6918 -8.6584 0.00 0.00 0.00 0.11

---

Record 3
85
Properties=species:S:1:pos:R:3:forces:R:3:lowdin_charge:R:1 method="wB97M-V/def2-TZVPD" orbital_gap_ev="8.04 / 5.85" s2=0.756 spin_multiplicity=2
Cu 0.1686 -1.2337 -3.0717 0.58 -0.51 1.09 0.60
O -1.0664 -0.0753 -4.3240 -0.28 -0.06 -0.17 -0.30
S -1.3291 0.7480 -3.1250 -0.28 0.38 -0.27 0.50
O -1.6356 2.1273 -3.3098 -0.05 -0.11 -0.09 -0.24
O -0.1465 0.4937 -2.2442 0.01 0.14 -0.05 -0.47
C -2.7481 -0.0318 -2.3644 0.01 0.08 -0.11 -0.26
C -3.9587 0.4675 -2.8345 -0.11 0.05 0.11 -0.05
C -5.1550 -0.0458 -2.3661 0.04 0.02 -0.02 -0.05
C -5.1431 -1.0551 -1.4147 0.02 0.00 0.00 -0.05
C -3.9364 -1.5591 -0.9649 0.02 -0.02 0.02 -0.09
C -2.7123 -1.0851 -1.4467 -0.04 -0.02 0.14 -0.31
P -1.1780 -1.9145 -0.8415 -0.25 -0.20 -0.59 1.14
C -1.3705 -3.6471 -1.3814 -0.07 0.01 0.11 -0.40
C -2.4130 -4.1441 -2.1520 -0.03 0.04 -0.05 -0.07
C -2.4215 -5.4784 -2.5388 0.00 -0.02 -0.02 -0.07
C -1.3902 -6.3218 -2.1622 0.01 -0.01 0.00 -0.07
C -0.3330 -5.8270 -1.4087 0.00 -0.01 0.00 -0.07
C -0.3204 -4.4978 -1.0297 0.00 0.00 0.01 -0.13
C -1.5411 -2.0148 0.9562 0.27 0.08 0.01 -0.34
C -1.9113 -3.2041 1.5798 0.04 -0.04 -0.03 -0.08
C -2.1725 -3.2243 2.9432 -0.01 -0.02 0.00 -0.07
C -2.0580 -2.0670 3.6980 0.02 0.02 0.01 -0.07
C -1.6932 -0.8776 3.0833 -0.08 0.01 -0.01 -0.07
C -1.4388 -0.8550 1.7220 -0.18 0.04 0.00 -0.13
H -3.9523 1.2727 -3.5558 0.01 0.03 0.02 0.12
H -6.0917 0.3509 -2.7340 0.00 0.00 0.00 0.11
H -6.0711 -1.4530 -1.0260 0.00 0.00 0.01 0.11
H -3.9353 -2.3521 -0.2271 0.00 0.01 0.02 0.11
H -3.2173 -3.4955 -2.4735 -0.01 -0.01 0.03 0.10
H -3.2380 -5.8540 -3.1415 0.00 0.00 -0.01 0.11
H -1.3994 -7.3601 -2.4664 0.00 0.00 -0.01 0.11
H 0.4906 -6.4730 -1.1352 0.00 -0.01 0.01 0.11
H 0.5201 -4.1108 -0.4630 0.00 0.00 0.01 0.12
H -1.9941 -4.1200 1.0105 -0.01 0.00 -0.02 0.10
H -2.4674 -4.1534 3.4134 0.02 -0.01 0.01 0.11
H -2.2493 -2.0922 4.7630 -0.01 0.01 0.00 0.11
H -1.5914 0.0332 3.6600 0.00 0.00 0.00 0.11
H -1.1601 0.0786 1.2546 -0.07 -0.06 0.02 0.02
O 2.2644 -3.6740 -4.7310 -0.02 0.10 0.07 0.13
N 1.6626 -2.8003 -4.1853 0.02 -0.16 -0.04 -0.51
O 1.9983 -1.5917 -4.1645 0.12 0.19 0.00 0.00
O 0.5608 -3.0449 -3.5353 -0.10 -0.03 -0.28 -0.08
C 1.7287 -0.9599 3.0188 0.06 -0.03 -0.04 -0.08
C 1.3742 0.4127 3.5280 0.08 -0.03 0.04 -0.34
C 1.3265 0.6337 4.9025 -0.04 -0.01 -0.01 -0.06
C 1.0533 1.8914 5.4187 0.00 -0.01 0.01 -0.09
C 0.8217 2.9519 4.5572 -0.06 0.01 0.05 -0.09
C 0.8633 2.7423 3.1862 -0.06 0.09 -0.04 -0.11
C 1.1420 1.4862 2.6573 0.08 -0.05 -0.04 -0.34
Sb 1.2390 1.1618 0.5324 0.27 0.06 -0.06 1.59
C 3.3572 1.4762 0.3429 -0.05 0.04 0.11 -0.34
C 4.1664 1.6006 1.4666 0.01 0.05 0.06 -0.12
C 5.5327 1.8171 1.3447 0.04 -0.02 -0.01 -0.09
C 6.0995 1.9132 0.0845 -0.01 0.00 0.00 -0.09
C 5.2995 1.7797 -1.0415 0.00 -0.02 0.00 -0.05
C 3.9316 1.5508 -0.9316 -0.03 -0.01 -0.08 -0.32
C 3.0937 1.3877 -2.1724 0.02 -0.04 -0.01 -0.07
C 0.6584 3.1523 -0.0411 0.02 -0.01 -0.02 -0.33
C 1.6233 4.1361 -0.2445 0.06 0.01 0.07 -0.12
C 1.2721 5.4161 -0.6462 0.00 0.02 -0.01 -0.08
C -0.0623 5.7241 -0.8576 0.00 0.01 0.00 -0.08
C -1.0299 4.7532 -0.6593 0.01 0.00 -0.04 -0.05
C -0.6892 3.4664 -0.2512 -0.02 0.00 0.01 -0.31
C -1.7866 2.4648 -0.0190 -0.03 -0.06 0.03 -0.07
H 1.5793 -1.7135 3.7917 0.00 -0.01 0.01 0.08
H 2.7770 -1.0015 2.7099 0.01 0.01 -0.01 0.08
H 1.1228 -1.2427 2.1549 0.04 0.00 0.04 0.03
H 1.5087 -0.1957 5.5765 0.00 -0.01 0.01 0.11
H 1.0220 2.0404 6.4907 0.01 0.00 0.00 0.10
H 0.6076 3.9385 4.9478 0.00 0.01 0.00 0.10
H 0.6770 3.5762 2.5188 0.03 0.00 0.00 0.09
H 3.7311 1.5490 2.4582 -0.02 0.01 0.00 0.09
H 6.1450 1.9185 2.2317 0.01 0.00 0.00 0.10
H 7.1614 2.0925 -0.0259 0.00 0.00 0.00 0.10
H 5.7427 1.8516 -2.0279 0.01 0.00 -0.01 0.11
H 3.6733 1.5992 -3.0699 0.00 0.00 -0.01 0.08
H 2.2252 2.0501 -2.1687 0.00 0.01 0.00 0.06
H 2.7229 0.3616 -2.2562 0.01 0.03 0.00 0.06
H 2.6695 3.9059 -0.0802 0.01 -0.01 -0.01 0.10
H 2.0386 6.1659 -0.7948 0.01 0.00 -0.01 0.10
H -0.3502 6.7158 -1.1828 0.00 0.00 0.00 0.10
H -2.0723 4.9889 -0.8398 -0.01 0.00 0.01 0.11
H -2.6891 2.7372 -0.5659 0.00 0.01 0.01 0.08
H -2.0432 2.3986 1.0431 0.02 0.00 0.01 0.09
H -1.4898 1.4676 -0.3516 -0.01 0.06 0.03 0.01

---

| no. | energy (Ha) |
| --- | --- |
| 1 | -3700.15569 |
| 2 | -4968.95388 |
| 3 | -4633.48728 |